(1)
{"formula": "C4H12NO", "method": "ωB97M-V/def2-TZVPD", "species": ["H", "H", "N", "H", "H", "H", "C", "H", "H", "H", "C", "H", "H", "O", "C", "H", "C", "H"], "positions_angstrom": [[1.26074, -1.61548, 0.54368], [-2.30216, -0.46895, -0.62167], [0.83253, -0.66385, 0.47540], [-2.35329, 3.27523, -0.82866], [-0.90856, -0.11782, -1.43374], [0.99449, -0.15633, -0.44306], [-2.30115, 2.28499, -1.00429], [-1.48146, 1.79122, 0.89720], [3.75689, -2.55035, -0.23901], [4.60848, -1.40382, 0.38497], [-0.68081, -0.59669, 0.68841], [-2.62291, 1.92188, -1.97456], [-0.86400, -0.15878, 1.76507], [3.71128, -1.67840, 0.22018], [-1.65670, 1.50832, -0.06005], [-1.19100, -1.67664, 0.68639], [-1.31451, 0.05880, -0.48193], [1.30387, -0.29856, 1.32135]], "atomic_forces_ev_per_a": [[-0.549, 0.571, -1.108], [0.716, 0.528, 0.259], [0.088, -0.558, 0.728], [-0.885, 3.238, 0.624], [1.374, 0.167, -1.160], [0.718, -0.830, 1.623], [2.170, -3.758, 1.871], [0.790, 1.111, 2.596], [0.268, 1.039, 0.549], [0.538, 0.030, 0.047], [-0.929, -3.517, 1.832], [0.267, -0.131, 0.102], [0.215, -0.586, -2.451], [-1.036, -1.084, -0.593], [-2.030, -0.334, -6.949], [1.964, 1.935, 0.497], [-3.680, 1.276, 2.527], [0.001, 0.902, -0.996]], "total_energy_ev": -7871.609, "e_above_lowest_ev": 2.682, "multiplicity": 1, "charge": 1, "homo_ev": -12.96}



(2)
{"formula": "C11H23N3O5PS", "method": "ωB97M-V/def2-TZVPD", "species": ["H", "C", "H", "H", "H", "C", "H", "N", "H", "C", "H", "C", "O", "H", "C", "O", "H", "H", "H", "C", "H", "N", "C", "H", "P", "H", "O", "H", "H", "H", "H", "N", "C", "H", "H", "O", "H", "H", "O", "S", "H", "C", "C", "C"], "positions_angstrom": [[-3.39476, -2.79401, -0.63612], [5.87913, -1.05305, -0.47798], [-1.87699, -0.74954, 3.53252], [-0.80917, 0.47039, 1.79725], [-3.51146, -1.94756, 1.78611], [-1.59351, -1.27275, 2.62637], [0.48752, -0.54135, 2.31255], [-4.15477, 1.70116, 0.72002], [-4.07751, -1.12451, -1.97757], [-2.53109, -2.18110, -0.89310], [-2.96642, -0.23025, 1.46513], [-6.17803, 1.45657, 0.11445], [4.15887, 1.21188, 1.34986], [4.66791, 3.54674, -1.11184], [1.64776, 1.66416, -0.43554], [4.51949, -0.61962, -0.43981], [6.12692, 3.07359, -2.00038], [1.96493, 2.48367, -1.07997], [-1.22462, -2.27662, 2.86143], [-4.18223, 1.12175, -0.42390], [1.52483, 2.03421, 0.58343], [-1.88654, -1.81685, 0.40691], [-0.47790, -0.57126, 1.81274], [-0.34424, -0.37865, -0.22760], [4.10934, 0.88335, -0.08275], [-1.68011, -2.74524, 0.78640], [2.57152, 0.56652, -0.45834], [4.55237, 2.44969, -2.51806], [0.26524, -1.97680, 0.23045], [6.41355, -0.75587, 0.42386], [-2.54310, -1.10905, -2.77285], [-5.47935, 1.92692, 1.07841], [-0.49994, -1.23163, 0.42272], [-1.84874, -2.83656, -1.43066], [0.69363, 1.29297, -0.80325], [-5.43750, 0.93864, -0.88399], [5.86411, -2.13830, -0.53952], [6.38063, -0.66296, -1.36121], [5.37387, 1.60435, -0.78206], [-2.70261, 0.66352, -1.20967], [-7.25414, 1.48263, 0.14268], [-2.69206, -1.27679, 1.54296], [-3.01015, -1.01777, -1.79510], [5.15531, 2.73540, -1.65497]], "atomic_forces_ev_per_a": [[0.028, 0.004, 0.145], [0.081, -0.079, 0.026], [-0.024, 0.021, -0.002], [0.216, 0.069, -0.665], [-0.185, 0.068, -0.385], [0.721, -0.204, -0.868], [0.116, -0.367, -0.171], [-0.003, -0.020, 0.444], [-0.015, 0.051, 0.030], [-0.602, 0.417, -0.217], [-0.430, -0.145, -0.722], [-0.331, 0.513, 0.896], [-0.370, 0.752, -0.257], [0.042, 0.013, 0.008], [-0.113, 0.080, 0.296], [-0.136, -0.038, -0.167], [0.035, -0.049, 0.050], [-0.010, -0.018, -0.039], [-0.451, -0.120, 0.249], [0.169, -0.091, 0.498], [0.064, 0.007, 0.003], [0.136, -1.458, -0.593], [-0.210, 0.166, 1.364], [-0.462, -0.517, -0.805], [1.887, -3.363, 3.071], [-0.069, -0.070, -0.099], [0.253, 1.665, -1.693], [0.030, -0.024, -0.012], [-0.202, -0.266, 0.108], [0.003, 0.065, -0.013], [0.134, 0.165, 0.033], [0.367, 0.092, -0.124], [0.336, 1.997, 0.958], [0.224, 0.155, 0.061], [0.028, 0.011, -0.076], [-0.069, -0.364, -0.615], [-0.085, 0.002, 0.042], [0.029, 0.087, 0.036], [-1.938, 0.862, -1.387], [0.127, 0.270, -0.667], [-0.039, -0.312, -0.661], [0.786, 0.177, 1.735], [-0.159, -0.291, 0.095], [0.092, 0.089, 0.089]], "total_energy_ev": -46604.951, "multiplicity": 1, "charge": 1, "homo_ev": -12.22}



(3)
{"formula": "C3H13NO3", "method": "ωB97M-V/def2-TZVPD", "species": ["H", "H", "H", "N", "H", "H", "H", "H", "H", "H", "H", "O", "H", "H", "O", "O", "C", "C", "H", "C"], "positions_angstrom": [[-1.08495, -0.15497, -0.06810], [0.79344, 0.47465, 0.96290], [0.04983, -1.39610, -3.10662], [1.01422, -0.14003, -0.90721], [3.01621, -0.65368, -0.65250], [1.35184, -0.02295, -1.85742], [-1.37133, -0.12590, 4.96707], [1.93752, -1.98228, -1.05528], [-0.76922, 2.19037, -1.09485], [1.66735, 1.75069, -0.01031], [1.38421, -0.85860, -3.73811], [0.69396, -1.51912, -3.81345], [-0.81295, 2.45297, 0.58153], [2.07787, -1.13939, 0.65612], [-2.33338, -0.11359, 4.90693], [-1.61964, 0.64972, 0.06363], [0.81428, 1.05085, 0.03374], [2.06818, -1.15515, -0.40896], [-2.53207, -0.79042, 4.25193], [-0.59747, 1.63188, -0.15865]], "atomic_forces_ev_per_a": [[-0.752, -0.198, -0.182], [0.160, 0.748, 0.417], [0.261, 0.290, 0.053], [0.322, -0.983, 1.176], [0.314, -0.562, 0.000], [-0.531, 1.241, 0.233], [-0.108, 0.062, 0.043], [-0.013, -1.446, 0.301], [0.362, -0.737, -0.235], [-0.588, 0.031, 0.176], [-0.150, 0.138, 0.120], [-0.114, -0.463, -0.253], [0.613, -0.790, -0.244], [-0.498, -1.146, 0.751], [0.192, -0.101, -0.034], [1.557, -0.187, -0.343], [0.002, -1.831, -1.602], [-0.275, 4.119, -1.304], [-0.088, 0.050, -0.010], [-0.666, 1.764, 0.938]], "total_energy_ev": -10952.811, "e_above_lowest_ev": 1.961, "multiplicity": 1, "homo_ev": -9.51, "smiles": "CNCCO.O.O"}



> Number 2 is which compound?

C11H23N3O5PS



Repeat the third record exactly.
{"formula": "C3H13NO3", "method": "ωB97M-V/def2-TZVPD", "species": ["H", "H", "H", "N", "H", "H", "H", "H", "H", "H", "H", "O", "H", "H", "O", "O", "C", "C", "H", "C"], "positions_angstrom": [[-1.08495, -0.15497, -0.06810], [0.79344, 0.47465, 0.96290], [0.04983, -1.39610, -3.10662], [1.01422, -0.14003, -0.90721], [3.01621, -0.65368, -0.65250], [1.35184, -0.02295, -1.85742], [-1.37133, -0.12590, 4.96707], [1.93752, -1.98228, -1.05528], [-0.76922, 2.19037, -1.09485], [1.66735, 1.75069, -0.01031], [1.38421, -0.85860, -3.73811], [0.69396, -1.51912, -3.81345], [-0.81295, 2.45297, 0.58153], [2.07787, -1.13939, 0.65612], [-2.33338, -0.11359, 4.90693], [-1.61964, 0.64972, 0.06363], [0.81428, 1.05085, 0.03374], [2.06818, -1.15515, -0.40896], [-2.53207, -0.79042, 4.25193], [-0.59747, 1.63188, -0.15865]], "atomic_forces_ev_per_a": [[-0.752, -0.198, -0.182], [0.160, 0.748, 0.417], [0.261, 0.290, 0.053], [0.322, -0.983, 1.176], [0.314, -0.562, 0.000], [-0.531, 1.241, 0.233], [-0.108, 0.062, 0.043], [-0.013, -1.446, 0.301], [0.362, -0.737, -0.235], [-0.588, 0.031, 0.176], [-0.150, 0.138, 0.120], [-0.114, -0.463, -0.253], [0.613, -0.790, -0.244], [-0.498, -1.146, 0.751], [0.192, -0.101, -0.034], [1.557, -0.187, -0.343], [0.002, -1.831, -1.602], [-0.275, 4.119, -1.304], [-0.088, 0.050, -0.010], [-0.666, 1.764, 0.938]], "total_energy_ev": -10952.811, "e_above_lowest_ev": 1.961, "multiplicity": 1, "homo_ev": -9.51, "smiles": "CNCCO.O.O"}